{
  "formula": "C4H10NP",
  "method": "wB97M-V/def2-TZVPD",
  "species": ["P", "N", "C", "C", "C", "C", "H", "H", "H", "H", "H", "H", "H", "H", "H", "H"],
  "positions_angstrom": [[2.8251, -0.7700, -0.4270], [-1.0596, -0.2129, 0.3130], [-1.0219, -1.6012, -0.2299], [-0.0831, 0.2232, 1.0764], [3.4194, 0.8341, 0.1395], [-2.3271, 0.4256, 0.4760], [-1.4296, -2.2776, 0.4812], [-2.2652, 1.3440, 1.0920], [-3.0332, -0.3052, 0.9770], [-1.7241, -1.6175, -1.0900], [4.5150, 1.0720, -0.0104], [0.0336, -2.0206, -0.4573], [2.9950, 1.8066, -0.2929], [-2.7817, 0.6725, -0.5186], [3.2793, 0.9381, 1.1798], [0.5746, -0.7051, 0.8237]],
  "lowdin_charge": [0.66, -0.37, -0.08, 0.00, -0.59, -0.12, 0.07, 0.09, 0.10, 0.09, 0.03, 0.08, 0.05, 0.09, -0.02, -0.07],
  "lumo_energy_ha": [0.032, -0.019],
  "e_above_lowest_ev": 2.362,
  "multiplicity": 3,
  "homo_lumo_gap_ev": [8.720, 8.008],
  "homo_ev": [-7.85, -8.51],
  "energy_ha": -554.30300,
  "largest_force_ev_per_a": 3.11,
  "s2": 2.0044
}

***

{
  "formula": "C4H10NS",
  "method": "wB97M-V/def2-TZVPD",
  "species": ["S", "N", "C", "C", "C", "C", "H", "H", "H", "H", "H", "H", "H", "H", "H", "H"],
  "positions_angstrom": [[-1.1538, 0.9913, -1.4365], [0.0352, 1.2340, 1.5905], [0.0936, -1.1272, -2.7924], [0.3156, 0.2876, -2.2554], [-0.4976, 0.2243, 2.3220], [-0.1251, -0.1984, 3.5472], [1.0432, -1.5743, -3.1182], [-1.3407, -0.2685, 1.8462], [1.1556, 0.2718, -1.5548], [-0.6647, -0.9999, 4.0268], [0.9211, 1.5883, 1.9089], [-0.3370, -1.7546, -2.0111], [0.7002, 0.2583, 4.0797], [-0.1812, 1.2386, 0.5844], [0.6153, 0.9257, -3.0838], [-0.5796, -1.0970, -3.6536]],
  "lowdin_charge": [0.18, 0.02, -0.25, -0.82, -0.34, -0.09, 0.05, 0.09, 0.02, 0.01, 0.08, 0.04, 0.01, -0.08, 0.02, 0.05],
  "lumo_energy_ha": 0.149,
  "e_above_lowest_ev": 0.046,
  "multiplicity": 1,
  "homo_lumo_gap_ev": 6.813,
  "charge": -1,
  "homo_ev": -2.75,
  "energy_ha": -611.36411,
  "largest_force_ev_per_a": 0.59
}

***

{
  "formula": "C4H10NS",
  "method": "wB97M-V/def2-TZVPD",
  "species": ["S", "N", "C", "C", "C", "C", "H", "H", "H", "H", "H", "H", "H", "H", "H", "H"],
  "positions_angstrom": [[-0.4356, -0.5324, -0.4431], [0.2911, 3.3801, 1.0175], [1.3931, 2.5528, 0.5390], [0.0260, -2.2784, -0.2110], [-0.8679, 2.8926, 0.8884], [-0.7611, -3.2144, -1.1261], [2.0599, 2.3335, 1.3766], [-0.4654, -4.2672, -1.0143], [-1.8253, -3.1277, -0.9007], [-1.7025, 3.5018, 1.2356], [1.9794, 3.1258, -0.1840], [-0.6201, -2.9137, -2.1648], [1.0673, 1.6129, 0.0827], [1.0965, -2.3898, -0.4085], [-1.0924, 1.9006, 0.4843], [-0.1430, -2.5765, 0.8284]],
  "lowdin_charge": [0.19, -0.11, -0.18, -0.84, -0.10, -0.26, 0.06, 0.04, 0.04, 0.05, 0.06, 0.04, -0.02, 0.02, -0.01, 0.02],
  "lumo_energy_ha": 0.157,
  "e_above_lowest_ev": 0.594,
  "multiplicity": 1,
  "homo_lumo_gap_ev": 6.811,
  "charge": -1,
  "homo_ev": -2.54,
  "energy_ha": -611.34399,
  "largest_force_ev_per_a": 0.19
}

***

{
  "formula": "C4H10NS",
  "method": "wB97M-V/def2-TZVPD",
  "species": ["S", "N", "C", "C", "C", "C", "H", "H", "H", "H", "H", "H", "H", "H", "H", "H"],
  "positions_angstrom": [[-0.6625, 1.6952, -1.0853], [0.9523, -0.2710, -0.1545], [0.6400, -0.6210, -1.5789], [-1.5948, 2.1990, 0.4914], [-0.3784, 0.0195, -0.8131], [1.2791, -1.3143, 0.8269], [1.3524, -0.1850, -2.2701], [-0.8097, 2.9446, 0.9346], [0.6812, -2.2220, 0.7935], [-2.4137, 2.8905, 0.1492], [-1.6573, 1.2116, 0.9574], [1.4794, 0.5827, 0.0775], [0.6450, -1.6765, -1.8816], [1.2604, -0.7204, 1.8654], [-1.1575, -0.5807, -0.5282], [2.2776, -1.8436, 0.5669]],
  "lowdin_charge": [0.92, -0.10, -0.06, -0.28, -0.58, -0.02, 0.14, 0.07, 0.09, 0.06, 0.03, 0.18, 0.15, 0.16, 0.11, 0.13],
  "lumo_energy_ha": -0.111,
  "e_above_lowest_ev": 2.554,
  "multiplicity": 1,
  "homo_lumo_gap_ev": 10.477,
  "charge": 1,
  "homo_ev": -13.51,
  "energy_ha": -611.00940,
  "largest_force_ev_per_a": 3.75,
  "smiles": "CS[C@H]1C[N@@H+]1C"
}

***

{
  "formula": "C4H10NS2",
  "method": "wB97M-V/def2-TZVPD",
  "species": ["S", "S", "N", "C", "C", "C", "C", "H", "H", "H", "H", "H", "H", "H", "H", "H", "H"],
  "positions_angstrom": [[2.0866, 0.3112, -1.1021], [-1.4176, 1.8270, -1.1476], [-0.2660, -0.4729, -0.4714], [0.7797, 0.4257, 0.0806], [-0.1328, -1.8608, -0.0255], [-0.1021, 2.2581, -0.0169], [-1.6104, 0.1606, -0.3467], [-1.9530, 0.3728, 0.6506], [1.1241, 0.3001, 1.0958], [0.5143, 3.1063, -0.3097], [-0.1198, -0.3429, -1.4567], [-2.3023, -0.4714, -0.9124], [0.1673, -2.5283, -0.8027], [2.9982, 1.1385, -0.6034], [-0.9185, -2.2083, 0.5178], [-0.4029, 2.2334, 0.9326], [0.7482, -1.8384, 0.6149]],
  "lowdin_charge": [0.92, 0.94, -0.28, -0.56, 0.03, -0.38, -0.35, 0.10, 0.11, 0.05, 0.10, 0.12, 0.11, -0.09, 0.08, -0.01, 0.11],
  "lumo_energy_ha": [-0.112, -0.249],
  "e_above_lowest_ev": 2.838,
  "multiplicity": 3,
  "homo_lumo_gap_ev": [6.295, 6.777],
  "charge": 1,
  "homo_ev": [-9.35, -13.56],
  "energy_ha": -1009.04262,
  "largest_force_ev_per_a": 7.09,
  "s2": 2.0095
}

***

{
  "formula": "C4H10NS2",
  "method": "wB97M-V/def2-TZVPD",
  "species": ["S", "S", "N", "C", "C", "C", "C", "H", "H", "H", "H", "H", "H", "H", "H", "H", "H"],
  "positions_angstrom": [[1.6068, -1.1368, 0.4037], [4.9164, 0.2528, 0.1298], [-0.9367, -1.3693, -0.0315], [0.0061, 0.6959, -0.8803], [0.0408, -0.2170, 0.2906], [-0.3305, 0.4187, 1.6483], [3.7910, -0.0399, -0.8572], [-1.9069, -1.0372, -0.3140], [-0.9572, 1.1635, -1.1366], [2.8961, 0.1414, -1.3676], [-0.5422, -2.1719, -0.7997], [0.3352, 0.2121, -1.8646], [-1.1454, -1.9425, 0.9039], [-0.6724, 1.4305, 1.3918], [1.0053, 1.2259, -0.7738], [-0.9142, -0.1813, 2.2252], [0.4925, 0.7418, 2.2553]],
  "lowdin_charge": [0.84, 0.72, 0.09, -0.11, -0.90, -0.05, -0.69, 0.18, 0.11, -0.10, 0.25, 0.11, 0.20, 0.10, 0.11, 0.05, 0.09],
  "lumo_energy_ha": [-0.146, -0.251],
  "e_above_lowest_ev": 1.975,
  "multiplicity": 3,
  "homo_lumo_gap_ev": [6.162, 6.647],
  "charge": 1,
  "homo_ev": [-10.14, -13.48],
  "energy_ha": -1009.07434,
  "largest_force_ev_per_a": 4.20,
  "s2": 2.0069
}

***

{
  "formula": "C4H10NSi",
  "method": "wB97M-V/def2-TZVPD",
  "species": ["Si", "N", "C", "C", "C", "C", "H", "H", "H", "H", "H", "H", "H", "H", "H", "H"],
  "positions_angstrom": [[0.9670, 0.1601, 0.4590], [-0.8106, -0.0394, 0.1597], [-3.1721, 0.0782, -0.8614], [1.9466, -0.1006, -1.1661], [-1.9041, 0.0080, -0.2844], [1.5275, -0.5995, 2.0183], [2.6241, -0.4407, 2.3029], [0.9589, -0.2724, 2.8675], [1.4343, -1.6705, 1.9835], [2.9860, 0.0815, -0.8075], [-3.1546, 0.7753, -1.6301], [-3.8019, -0.8780, -1.1242], [-3.6973, 0.5220, 0.0200], [0.7372, 2.8587, -0.3195], [1.5891, -1.0260, -1.6806], [1.7699, 0.5433, -1.9372]],
  "lowdin_charge": [0.68, 0.10, 0.01, -0.21, -0.07, -0.22, 0.09, 0.03, 0.03, 0.05, 0.09, 0.17, 0.14, 0.06, 0.05, -0.02],
  "lumo_energy_ha": [-0.178, -0.163],
  "e_above_lowest_ev": 4.104,
  "multiplicity": 1,
  "homo_lumo_gap_ev": [8.900, 7.211],
  "charge": 1,
  "homo_ev": [-13.75, -11.66],
  "energy_ha": -502.25208,
  "largest_force_ev_per_a": 5.34
}

***

{
  "formula": "C4H10O",
  "method": "wB97M-V/def2-TZVPD",
  "species": ["O", "C", "C", "C", "C", "H", "H", "H", "H", "H", "H", "H", "H", "H", "H"],
  "positions_angstrom": [[0.7068, 2.1342, -0.4796], [0.1363, -1.5632, -0.3300], [0.1325, 0.8956, -0.8733], [-0.7689, 0.0943, 1.3393], [0.2639, -0.1501, 0.2377], [-0.8715, -1.7404, -0.7279], [0.3220, -2.3157, 0.4444], [-0.9321, 1.0728, -1.0857], [-1.7785, -0.1236, 0.9643], [-0.7515, 1.1354, 1.6778], [0.5936, 0.5188, -1.7994], [-0.5937, -0.5521, 2.2070], [0.8516, -1.7271, -1.1449], [1.2705, -0.0238, 0.6618], [1.4190, 2.3450, -1.0915]],
  "lowdin_charge": [-0.07, -0.09, -0.26, -0.08, -0.43, 0.08, 0.08, 0.12, 0.08, 0.08, 0.12, 0.08, 0.07, 0.14, 0.08],
  "lumo_energy_ha": 0.037,
  "e_above_lowest_ev": 0.314,
  "multiplicity": 1,
  "homo_lumo_gap_ev": 11.173,
  "homo_ev": -10.16,
  "energy_ha": -233.63341,
  "largest_force_ev_per_a": 0.38,
  "smiles": "CC(C)CO"
}

***

{
  "formula": "C4H10O",
  "method": "wB97M-V/def2-TZVPD",
  "species": ["O", "C", "C", "C", "C", "H", "H", "H", "H", "H", "H", "H", "H", "H", "H"],
  "positions_angstrom": [[-0.3482, 0.7700, -0.4152], [-1.3668, -0.2054, -0.5926], [0.9367, 0.3493, -0.3695], [1.9486, 1.1773, -0.1190], [-2.4178, 0.0199, 0.4767], [-1.7865, -0.0904, -1.6003], [3.2773, -1.9635, 0.6229], [-2.7719, 1.0528, 0.4192], [1.0778, -0.7198, -0.5484], [-1.9815, -0.1362, 1.4686], [-3.2700, -0.6562, 0.3502], [1.7841, 2.2410, 0.0492], [-0.9492, -1.2190, -0.5237], [2.9639, 0.7950, -0.1009], [2.9145, -1.3647, 0.8746]],
  "lowdin_charge": [-0.11, -0.26, -0.26, 0.00, -0.07, 0.12, 0.04, 0.08, 0.09, 0.08, 0.08, 0.06, 0.11, 0.03, 0.01],
  "lumo_energy_ha": 0.043,
  "e_above_lowest_ev": 2.123,
  "multiplicity": 1,
  "homo_lumo_gap_ev": 9.871,
  "homo_ev": -8.71,
  "energy_ha": -233.56692,
  "largest_force_ev_per_a": 0.30,
  "smiles": "C=COCC.[H][H]"
}

***

{
  "formula": "C4H10O",
  "method": "wB97M-V/def2-TZVPD",
  "species": ["O", "C", "C", "C", "C", "H", "H", "H", "H", "H", "H", "H", "H", "H", "H"],
  "positions_angstrom": [[2.7961, -2.9581, 1.2728], [-0.7409, 0.3894, 0.4140], [-0.8907, 1.0269, -0.7441], [0.5586, -0.3775, 0.6456], [-2.0526, 1.8569, -1.1857], [1.1909, -0.5246, -0.2461], [-2.8919, 1.8861, -0.4707], [3.7587, -3.0530, 1.0924], [-1.6098, 2.8651, -1.2498], [-2.4458, 1.5816, -2.1787], [-1.4178, 0.3669, 1.2782], [-0.0641, 1.0052, -1.4665], [0.2732, -1.3666, 1.0416], [2.3868, -2.8498, 0.3845], [1.1494, 0.1513, 1.4124]],
  "lowdin_charge": [-0.09, -0.17, -0.21, -0.13, -0.12, 0.07, 0.08, 0.05, 0.07, 0.07, 0.11, 0.10, 0.07, 0.04, 0.08],
  "lumo_energy_ha": 0.033,
  "e_above_lowest_ev": 0.994,
  "multiplicity": 1,
  "homo_lumo_gap_ev": 9.974,
  "homo_ev": -9.08,
  "energy_ha": -233.60844,
  "largest_force_ev_per_a": 1.61,
  "smiles": "C/C=C/C.O"
}

***

{
  "formula": "C4H10O",
  "method": "wB97M-V/def2-TZVPD",
  "species": ["O", "C", "C", "C", "C", "H", "H", "H", "H", "H", "H", "H", "H", "H", "H"],
  "positions_angstrom": [[2.6499, -0.8180, -0.0527], [1.6146, 0.1286, 0.0647], [-2.1951, 0.0140, -0.1883], [0.2949, -0.6043, 0.0154], [-0.7958, 0.3946, 0.3166], [-0.8306, 0.7205, 1.3577], [0.1481, -1.0327, -0.9872], [-2.1256, 0.8682, -0.8334], [0.3017, -1.4400, 0.7219], [-0.5163, 1.3290, -0.2634], [-3.0457, 0.1119, 0.5001], [1.6697, 0.6946, 1.0119], [-2.2958, -0.8980, -0.7953], [1.6419, 0.8756, -0.7496], [3.4842, -0.3439, -0.1182]],
  "lowdin_charge": [-0.06, -0.31, -0.10, -0.22, -0.29, 0.11, 0.12, 0.05, 0.12, 0.11, 0.07, 0.12, 0.07, 0.12, 0.08],
  "lumo_energy_ha": 0.036,
  "e_above_lowest_ev": 1.148,
  "multiplicity": 1,
  "homo_lumo_gap_ev": 11.282,
  "homo_ev": -10.30,
  "energy_ha": -233.60275,
  "largest_force_ev_per_a": 2.47,
  "smiles": "CCCCO"
}

***

{
  "formula": "C4H10O",
  "method": "wB97M-V/def2-TZVPD",
  "species": ["O", "C", "C", "C", "C", "H", "H", "H", "H", "H", "H", "H", "H", "H", "H"],
  "positions_angstrom": [[1.1922, -0.0824, 0.5135], [-0.0995, 0.3857, 0.3101], [-0.9785, -0.5042, -0.9505], [1.7402, -0.3021, -0.7556], [-0.7743, 0.4499, 1.6998], [-0.5772, 1.3786, 2.2656], [1.9299, 0.6460, -1.2847], [0.8976, -0.7907, -1.2775], [-0.6750, -1.1489, -1.8293], [2.6578, -0.8834, -0.6488], [-0.4229, -0.3718, 2.3375], [-1.8543, 0.3724, 1.5860], [-1.5115, 0.2887, -1.4751], [-0.0560, 1.3961, -0.1304], [-1.6599, -1.1689, -0.4320]],
  "lowdin_charge": [-0.17, -0.37, -0.04, -0.12, -0.05, 0.08, 0.10, 0.04, 0.07, 0.09, 0.08, 0.07, 0.05, 0.12, 0.05],
  "lumo_energy_ha": 0.041,
  "e_above_lowest_ev": 2.206,
  "multiplicity": 1,
  "homo_lumo_gap_ev": 10.768,
  "homo_ev": -9.65,
  "energy_ha": -233.56387,
  "largest_force_ev_per_a": 1.84,
  "smiles": "COC(C)C"
}